Molecular formula: C4H6BrNO4
Method: DFT, ωB97M-V with the def2-TZVPD basis set

Geometry (Å):
Br -4.065 1.245 0.452
O -3.730 -2.027 -1.511
O -1.841 0.761 -0.843
O -1.821 0.073 1.470
O -2.463 -2.721 0.144
N -2.999 -1.891 -0.557
C 0.281 0.229 0.009
C -0.630 0.134 -1.195
C -0.485 -0.376 1.261
C -2.411 0.528 0.348
H 1.193 -0.466 0.060
H -0.004 -0.196 2.125
H -0.973 -0.825 -1.418
H 0.442 1.324 0.251
H -0.425 -1.389 1.230
H -0.408 0.768 -1.991

Cartesian forces (eV/Å) of the 6 atoms listed first:
-0.7 0.3 0.5
-0.2 -1.4 -0.3
-2.2 1.2 3.2
-1.3 1.4 -2.7
-0.1 -1.8 -0.2
0.7 4.2 1.1

Properties
Orbital gap (spin up / spin down), Eh: 0.2450 / 0.2450
Energy relative to the best compared isomer or geometry (same formula, charge and spin), kcal/mol: 117.66
Strongest force on any atom, eV/Å: 4.4
Total energy, eV: -83961.5220

These are the Löwdin partial charges, in e, on atoms 1 to 5: Br 1.0083; O -0.0583; O -0.0862; O -0.0034; O -0.0693